Here is a gas-phase ion, C4H11N2O (charge +1) at a distorted geometry from the OMol25 dataset. Energies are from ωB97M-V/def2-TZVPD.

Output
Energy above the lowest of the compared OMol25 structures with the same formula, charge and spin = 68.01 kcal per mole
SMILES string = NC[C@@H]([NH3+])CC=O
E_LUMO = -3.4 eV
Charge = +1
Kohn-Sham gap = 10.862 eV

Geometry as XYZ:
```
18
C4H11N2O (ωB97M-V/def2-TZVPD)
N 0.648 0.777 -0.880
C -0.244 -0.245 -0.183
C 0.600 -1.182 0.718
C 1.597 -2.029 -0.060
O 1.919 -1.757 -1.206
C -1.467 0.505 0.516
N -1.278 1.925 0.241
H 0.151 1.124 -1.733
H 1.403 0.126 -1.277
H 0.897 1.672 -0.297
H -0.486 -0.650 -1.153
H 1.062 -0.623 1.552
H 0.079 -1.946 1.416
H 2.335 -2.766 0.503
H -2.180 0.116 -0.172
H -1.686 0.219 1.476
H -1.565 2.406 1.030
H -1.785 2.329 -0.491
```

Atomic partial charges in e from the natural (NBO) method, atoms 1 to 2: N -0.736; C -0.027